(1)
{
  "formula": "C5H11O2",
  "method": "ωB97M-V with the def2-TZVPD basis set",
  "species": ["O", "O", "C", "C", "C", "C", "C", "H", "H", "H", "H", "H", "H", "H", "H", "H", "H", "H"],
  "positions_angstrom": [[1.302, 3.575, -0.664], [2.724, 3.289, 1.076], [1.741, 1.348, 0.123], [-1.459, -0.959, 0.368], [1.899, 2.918, 0.207], [-0.980, -2.400, 0.545], [-1.231, -0.435, -1.074], [2.371, 0.870, 0.871], [-0.823, -1.242, -1.684], [-0.187, -2.611, -0.165], [-0.515, -2.535, 1.528], [-0.831, -0.350, 1.030], [-2.450, -0.732, 0.762], [-0.419, 0.299, -1.135], [2.047, 1.024, -0.876], [-2.081, 0.029, -1.570], [0.706, 1.015, 0.182], [-1.814, -3.102, 0.475]],
  "atomic_forces_ev_per_a": [[-0.38, 0.19, 0.03], [-0.38, 0.27, 0.00], [-0.03, 0.38, -0.29], [1.03, 1.04, -0.02], [0.88, -0.93, -0.06], [-0.34, 0.19, 0.72], [0.51, 0.02, -0.02], [-0.14, -0.09, 0.04], [-0.46, -0.17, -0.24], [-0.11, -0.23, -0.26], [-0.24, -0.04, 0.00], [0.05, 0.04, -0.15], [-0.29, -0.50, -0.29], [-0.35, 0.02, 0.32], [0.24, 0.07, -0.02], [-0.20, -0.23, 0.09], [-0.01, 0.21, 0.44], [0.24, -0.22, -0.29]],
  "nbo_charge": [-0.790, -0.795, -0.744, -0.416, 0.768, -0.604, -0.623, 0.196, 0.189, 0.204, 0.202, 0.212, 0.196, 0.240, 0.191, 0.203, 0.179, 0.193],
  "e_homo_ev": -3.809,
  "charge": -1,
  "homo_lumo_gap_ev": 7.266,
  "e_lumo_ev": 3.4565
}

---

(2)
{
  "formula": "C5H11O2",
  "method": "ωB97M-V with the def2-TZVPD basis set",
  "species": ["O", "O", "C", "C", "C", "C", "C", "H", "H", "H", "H", "H", "H", "H", "H", "H", "H", "H"],
  "positions_angstrom": [[-1.622, -2.075, 0.868], [0.038, -3.599, 0.689], [-0.943, -0.895, -1.573], [0.567, 2.727, 1.166], [0.902, 1.334, 0.623], [-0.585, -2.571, 0.366], [0.062, -1.750, -0.806], [-0.370, 3.094, 0.734], [0.645, 1.267, -0.431], [-1.424, -0.239, -0.839], [1.906, 1.073, 0.928], [0.358, 2.770, 2.235], [0.150, 0.659, 1.017], [0.707, -1.097, -0.228], [1.333, 3.474, 0.992], [-1.793, -1.500, -1.891], [-0.568, -0.270, -2.396], [0.639, -2.404, -1.455]],
  "atomic_forces_ev_per_a": [[0.13, -0.06, 0.03], [0.08, -0.24, 0.19], [-0.63, 0.18, 0.70], [-0.63, 0.35, -0.04], [-1.28, 0.84, 0.57], [-0.24, 0.17, -0.53], [-0.57, 0.09, 0.19], [0.14, 0.04, -0.22], [0.90, 0.15, -0.32], [0.14, 0.16, -0.08], [0.13, -0.51, -0.40], [0.25, -0.41, 0.22], [0.25, -0.48, 0.53], [0.64, 0.13, -0.30], [0.21, 0.10, -0.27], [0.16, -0.14, -0.43], [0.15, -0.33, 0.09], [0.15, -0.04, 0.09]],
  "nbo_charge": [-0.803, -0.786, -0.623, -0.603, -0.628, 0.767, -0.530, 0.196, 0.215, 0.216, 0.202, 0.194, 0.236, 0.195, 0.184, 0.203, 0.172, 0.192],
  "e_homo_ev": -3.833,
  "charge": -1,
  "homo_lumo_gap_ev": 7.398,
  "e_lumo_ev": 3.5654
}

---

(3)
{
  "formula": "C5H11O2",
  "method": "ωB97M-V with the def2-TZVPD basis set",
  "species": ["O", "O", "C", "C", "C", "C", "C", "H", "H", "H", "H", "H", "H", "H", "H", "H", "H", "H"],
  "positions_angstrom": [[-0.151, 1.541, 0.189], [1.211, 0.216, -0.990], [1.706, -1.454, 1.434], [-2.310, 0.555, -1.132], [-0.962, 0.366, -1.784], [0.173, 0.745, -0.759], [0.534, -1.493, 2.499], [-0.453, -1.831, 2.125], [0.399, -0.550, 3.191], [-0.812, 1.133, -2.487], [-2.714, -0.069, -0.291], [1.449, -1.900, 0.600], [-2.418, 1.425, -0.414], [0.667, -2.310, 3.174], [2.636, -1.803, 1.888], [-0.810, -0.551, -2.266], [1.775, -0.309, 1.160], [-3.039, 0.397, -1.831]],
  "atomic_forces_ev_per_a": [[0.44, -0.65, -0.94], [4.46, -1.57, -0.78], [-0.23, 5.45, 4.94], [-0.09, 0.26, 3.41], [-0.16, 1.60, 3.25], [-4.12, 1.39, 1.31], [-0.29, 0.63, 0.62], [0.36, 1.00, -0.50], [0.32, -1.65, -1.74], [-0.19, 1.07, -1.39], [1.32, -1.15, -0.66], [-1.04, -2.46, -4.11], [0.46, 0.17, -2.03], [0.69, -0.67, 0.94], [-0.06, -0.02, -0.21], [0.30, -1.52, -0.41], [0.30, -2.39, 0.28], [-2.46, 0.51, -1.96]],
  "nbo_charge": [-0.829, -0.756, -0.618, -0.637, -0.536, 0.779, -0.611, 0.200, 0.201, 0.193, 0.189, 0.204, 0.248, 0.170, 0.174, 0.191, 0.268, 0.171],
  "e_homo_ev": -3.789,
  "charge": -1,
  "homo_lumo_gap_ev": 7.913,
  "e_lumo_ev": 4.1242
}

---

(4)
{
  "formula": "C5H11O2",
  "method": "ωB97M-V with the def2-TZVPD basis set",
  "species": ["O", "O", "C", "C", "C", "C", "C", "H", "H", "H", "H", "H", "H", "H", "H", "H", "H", "H"],
  "positions_angstrom": [[1.108, -3.088, -1.583], [1.618, -2.188, 0.440], [1.088, -0.335, -2.449], [-0.901, 1.807, 1.412], [1.115, -2.209, -0.702], [-1.451, 0.839, 2.447], [0.442, -0.864, -1.153], [-2.066, 0.054, 1.988], [0.033, 1.465, 0.977], [-1.597, 2.073, 0.617], [1.013, 0.749, -2.577], [0.518, -0.063, -0.433], [2.161, -0.553, -2.347], [0.803, -0.880, -3.351], [-2.031, 1.293, 3.240], [-0.634, 0.235, 2.851], [-0.618, -1.070, -1.287], [-0.601, 2.736, 1.910]],
  "atomic_forces_ev_per_a": [[0.03, -0.53, 0.02], [0.03, -0.45, 0.18], [0.80, -0.61, 0.27], [0.35, 0.81, 0.46], [-0.02, 1.37, -0.08], [0.19, -1.28, -0.64], [-0.05, -0.06, -0.71], [-0.13, 0.33, -0.07], [-0.16, -0.38, -0.24], [-0.03, -0.12, 0.03], [-0.34, -0.06, -0.12], [0.16, -0.10, 0.59], [-0.05, 0.21, -0.10], [-0.30, 0.16, 0.09], [-0.02, 0.22, 0.16], [0.01, 0.36, 0.37], [-0.26, 0.04, -0.17], [-0.21, 0.09, -0.03]],
  "nbo_charge": [-0.792, -0.790, -0.606, -0.609, 0.767, -0.618, -0.514, 0.208, 0.226, 0.197, 0.173, 0.176, 0.202, 0.203, 0.188, 0.222, 0.182, 0.185],
  "e_homo_ev": -3.752,
  "charge": -1,
  "homo_lumo_gap_ev": 7.358,
  "e_lumo_ev": 3.6060
}

---

(5)
{
  "formula": "C5H11O2",
  "method": "ωB97M-V with the def2-TZVPD basis set",
  "species": ["O", "O", "C", "C", "C", "C", "C", "H", "H", "H", "H", "H", "H", "H", "H", "H", "H", "H"],
  "positions_angstrom": [[0.264, 0.987, -1.602], [0.938, -0.040, 0.194], [-0.526, 3.176, 0.253], [0.743, 2.357, 0.300], [0.289, -2.722, 0.462], [0.702, 1.019, -0.435], [-0.815, -2.925, -0.492], [-1.831, -2.946, -0.012], [0.415, -3.470, 1.177], [-1.267, 2.615, 0.977], [1.245, -2.708, -0.048], [0.941, 2.223, 1.354], [-0.804, 3.200, -0.843], [-0.773, -3.889, -0.936], [-0.476, 4.200, 0.353], [-0.679, -2.102, -1.209], [0.091, -1.692, 0.889], [1.544, 2.716, -0.381]],
  "atomic_forces_ev_per_a": [[0.27, 1.30, -0.87], [1.12, 0.65, 0.90], [-1.50, -3.22, -1.75], [0.78, 0.24, -0.76], [0.23, 2.30, 0.54], [-2.54, -2.27, 0.23], [-1.38, 0.16, -0.19], [0.78, 0.60, -0.32], [-0.28, -1.35, 1.61], [0.89, 1.54, -1.71], [0.13, 0.47, -0.24], [1.11, -0.19, 0.05], [-0.62, -0.91, 1.02], [0.23, -0.88, -1.03], [0.53, 2.29, 1.54], [-0.74, -0.40, -0.13], [0.93, -1.46, -0.07], [0.07, 1.10, 1.18]],
  "nbo_charge": [-0.794, -0.807, -0.614, -0.528, -0.617, 0.751, -0.607, 0.173, 0.160, 0.192, 0.200, 0.196, 0.223, 0.168, 0.185, 0.240, 0.269, 0.209],
  "e_homo_ev": -3.758,
  "charge": -1,
  "homo_lumo_gap_ev": 7.954,
  "e_lumo_ev": 4.1966
}

---

(6)
{
  "formula": "C5H11O2",
  "method": "ωB97M-V with the def2-TZVPD basis set",
  "species": ["O", "O", "C", "C", "C", "C", "C", "H", "H", "H", "H", "H", "H", "H", "H", "H", "H", "H"],
  "positions_angstrom": [[0.307, 3.318, -1.981], [0.646, 1.187, -1.827], [-0.888, 1.098, 0.795], [-0.267, 2.281, 0.015], [0.992, -1.729, 0.182], [0.042, -2.876, 0.032], [0.270, 2.290, -1.348], [-0.131, 0.637, 1.375], [-1.908, 1.401, 1.263], [-1.019, 3.179, -0.115], [0.704, -1.002, 0.948], [1.929, -2.118, 0.679], [0.380, 2.788, 0.770], [-0.971, -2.369, -0.339], [-1.164, 0.317, 0.105], [1.190, -1.379, -0.803], [-0.256, -3.364, 0.984], [0.144, -3.658, -0.734]],
  "atomic_forces_ev_per_a": [[-0.15, 3.91, -1.04], [0.05, -0.84, 0.44], [-1.95, 0.97, -1.75], [-2.64, 3.44, 3.06], [1.95, -1.65, 1.61], [-3.85, 0.66, -0.02], [1.44, -4.07, -1.33], [0.17, -0.15, 1.31], [2.09, -0.47, -0.06], [0.62, -1.74, 0.57], [-0.50, 0.00, -0.81], [-0.28, 0.24, -0.87], [0.36, -0.26, -0.81], [1.50, -1.06, 0.64], [-0.09, -0.36, -0.43], [0.31, 1.12, -0.38], [0.27, 0.07, -0.33], [0.71, 0.20, 0.20]],
  "nbo_charge": [-0.790, -0.808, -0.652, -0.505, -0.679, -1.278, 0.721, 0.199, 0.176, 0.185, 0.189, 0.154, 0.184, 0.154, 0.226, 0.220, 0.133, 0.169],
  "e_homo_ev": [4.019, -1.047],
  "charge": -2,
  "homo_lumo_gap_ev": [2.556, 7.572],
  "spin_multiplicity": 2,
  "e_lumo_ev": [6.5744, 6.5255]
}